ORCA calculation (ωB97M-V/def2-TZVPD) on a single C2H3N3O molecule in a non-equilibrium geometry.

Structure (XYZ):
```
9
Properties=species:S:1:pos:R:3:forces:R:3:mulliken_charge:R:1
C 1.30724 -0.09412 0.03506 -0.0970 3.4820 0.6343 -0.9135
N -0.86287 -1.01944 -0.02895 -0.8632 -1.7553 -0.9712 -0.2229
H 1.62807 0.62367 -0.68314 1.5065 -0.4742 -1.6445 0.2747
H 1.34294 -1.13883 -0.09145 1.4857 -0.9728 -0.1838 0.3518
N -2.08158 -0.69712 -0.02143 1.1559 -1.8132 0.8405 -0.0604
H 1.79069 0.45390 0.90602 -1.0079 -1.5334 -0.2874 0.2643
N -0.82260 1.18128 -0.07338 -2.7606 0.6948 0.4607 -0.3740
O -2.16813 0.55351 0.06891 -0.1611 4.1789 -1.0233 -0.0393
C -0.13375 0.13715 -0.11163 0.7417 -1.8069 2.1748 0.7192
```
Forces are in eV/Å.

## Properties
SMILES: Cc1nnon1
Lowest unoccupied orbital energy in eV: 0.35
Calculated total energy in eV: -8636.632
Max |F| in eV/A: 4.305
HOMO-LUMO gap in eV: 12.0
Net charge: 0
Energy above the lowest of the compared OMol25 structures with the same formula, charge and spin in kJ/mol: 372.7


ORCA calculation (ωB97M-V/def2-TZVPD) on 2 unconnected molecules or ions with the total composition C6H15NO in a non-equilibrium geometry.

Structure (XYZ):
```
23
Properties=species:S:1:pos:R:3:forces:R:3:mulliken_charge:R:1
N 2.57275 0.33442 0.14276 -0.8895 -0.3221 -0.2971 -0.5118
H 1.48345 -0.37037 -2.36500 -0.1060 -0.3186 -0.3773 0.4155
H -2.98931 4.75891 4.14522 -0.2177 0.0462 -0.2898 0.3197
O -2.67841 5.17840 3.33052 0.2567 -0.1493 0.5951 -0.6395
H -2.22591 -2.69389 -0.07771 -0.5922 0.2277 -0.0545 0.2822
H 0.46638 -2.96889 0.49128 -0.0139 -0.2421 0.4078 0.4519
C -1.49175 -2.03456 0.35333 1.0563 0.5886 0.8507 -1.0277
H -1.67927 -0.95975 0.32711 -0.5096 -0.0795 -0.9580 0.3036
H -0.17753 -1.07468 -2.46147 0.3202 -0.2008 -0.0839 0.2970
H 0.41148 1.45397 -0.86781 0.2774 0.1597 -0.1212 0.3279
H -1.47628 -2.12839 1.43870 -0.0798 -0.6676 0.1411 0.3123
C -0.06114 0.92904 -1.69355 -0.2861 -0.5651 0.3556 -1.0894
H 1.82012 -1.26743 1.29163 0.1197 -0.2622 0.2875 0.4025
H -1.75930 5.36453 3.56097 -0.0400 0.1026 -0.3069 0.3198
H -0.15373 -2.95903 -1.08846 -0.2295 -0.1677 -0.4475 0.4113
C 1.72892 -0.78374 0.33836 0.2266 0.8350 -0.3778 -0.3319
H 3.46849 0.32277 0.58625 0.2741 -0.2185 0.1139 0.2447
H -1.11063 0.86557 -1.41644 -0.1970 -0.0034 -0.0829 0.3338
H 2.62382 0.54442 -0.84161 0.3459 0.3198 -0.0035 0.1849
H 0.01627 1.49131 -2.61381 0.0392 0.2587 -0.1831 0.3447
C 0.78394 -1.15616 -0.52415 -0.7092 -0.8222 -0.0522 0.6810
C -0.09278 -2.35015 -0.19855 0.5706 0.2957 0.1830 -1.0477
C 0.52039 -0.49629 -1.85756 0.3835 1.1851 0.7008 -0.9847
```
Forces are in eV/Å.

## Properties
SMILES: CCC(=CN)CC.O
Lowest unoccupied orbital energy in eV: 0.99
Calculated total energy in eV: -10002.142
Max |F| in eV/A: 1.479
HOMO-LUMO gap in eV: 8.8
Net charge: 0
Energy above the lowest of the compared OMol25 structures with the same formula, charge and spin in kJ/mol: 155.8


ORCA calculation (ωB97M-V/def2-TZVPD) on 6 unconnected molecules or ions with the total composition C32H24Cl2F40O8S.

Structure (XYZ):
```
107
Properties=species:S:1:pos:R:3:forces:R:3:mulliken_charge:R:1
H -9.03442 -8.15010 -4.39030 -0.0087 0.0341 0.0039 0.1850
F 7.52225 2.17836 -3.63256 0.0336 -0.0868 -0.0534 -0.3343
C 0.35161 -1.21178 1.33628 0.3187 0.0853 -0.1828 0.8234
F 0.21965 -1.37031 -3.22074 0.0567 0.0829 -0.0516 -0.3403
F 8.34237 1.48417 1.90010 0.0178 -0.0511 0.0816 -0.3081
C 2.59797 1.29146 3.80986 -0.2045 -0.5590 -0.0830 -0.5378
C 8.70098 3.67490 1.25441 -0.0717 0.4498 0.1919 0.4785
F -4.52132 -7.86858 -2.06789 -0.0052 0.0637 -0.0235 -0.2108
F -10.23801 -8.94006 -2.29257 0.1259 -0.0001 0.0218 -0.3152
C 8.64187 2.21439 0.79992 -0.0712 -0.2628 -0.1253 0.7261
C -11.53077 -4.72008 -3.48522 0.2204 0.0354 0.2668 0.8078
F 4.11410 1.34021 5.97629 0.0452 0.0725 -0.0420 -0.2934
F 5.07253 3.07762 4.08591 -0.1084 -0.0180 0.0696 -0.2514
C 2.79458 3.15361 6.77938 -0.0384 0.0911 0.0931 0.1871
C 8.12512 2.64232 -2.49874 -0.1543 0.2197 0.2665 0.8653
F 3.59565 3.20358 7.86649 -0.0059 0.0034 0.0009 -0.2651
H 7.35825 10.50054 1.02709 -0.0615 -0.0375 -0.0043 0.3822
F -12.83325 -3.92218 -5.26648 -0.0083 0.0058 0.0012 -0.2566
F -6.63086 -8.03989 -2.61130 -0.1038 0.1328 0.0438 -0.2335
F -2.22993 -0.37771 -2.88525 0.0190 -0.0019 0.0344 -0.2793
H -10.42975 -6.87867 -1.33846 -0.0213 -0.0490 -0.0062 0.3957
C 3.09079 2.44423 2.92290 -0.2530 0.2758 0.2675 0.9492
C -4.33041 -5.31045 0.30766 -0.2223 0.3602 0.4561 -0.8603
H -13.69105 -4.65747 -3.61345 0.0155 0.0112 0.0139 0.2401
O 1.04486 9.89522 1.41601 -0.1060 0.1571 0.2161 -0.3316
F -10.55364 -7.29503 -5.36795 -0.0516 0.0781 0.0519 -0.2276
F 7.51093 3.79185 -2.15163 0.0535 -0.0294 -0.0205 -0.2471
C 7.14384 9.46811 0.74917 -0.0184 -0.1460 0.0911 -1.3487
O 0.84820 -1.82402 0.22259 -0.4999 -0.1057 -0.0383 -0.3822
C 5.66581 9.23717 0.63976 -0.2194 0.4554 0.6155 0.5192
S 3.15410 6.60475 1.83289 -0.2261 -0.3925 -0.0284 -0.0901
C 1.18303 8.55349 1.60638 0.3142 -0.3326 0.1616 0.3933
C 9.57368 2.92467 -2.90721 0.0547 -0.0054 -0.1683 0.0646
H -4.12648 -5.22867 1.37408 0.0199 -0.0244 0.0000 0.4164
F 9.57142 3.86802 -3.87486 -0.0032 -0.0116 0.0208 -0.2632
F -2.07542 -4.79948 0.49365 0.0125 0.1319 0.0181 -0.2489
F 9.82999 1.78488 0.34594 0.0327 0.0578 -0.0304 -0.3024
F -7.31522 -6.71684 -0.29622 -0.1220 -0.0645 -0.0907 -0.3391
F -1.34189 -1.23365 2.95482 0.0022 -0.0126 0.0146 -0.2815
C -12.84050 -4.83897 -4.27299 -0.1184 0.0316 -0.0379 0.1910
F -12.09458 -8.17367 -3.16052 0.0544 -0.0152 -0.0515 -0.2778
C -0.91259 -1.90106 1.86098 -0.0648 -0.0905 0.0955 0.1912
C -6.07285 -6.59204 -0.82384 -0.0487 0.3359 0.2969 0.8302
F -1.81616 0.12477 -0.79979 0.0470 -0.0064 0.0516 -0.2086
C 7.87738 1.56993 -1.42613 -0.1904 -0.5417 -0.0061 -0.7433
C -2.94327 -5.44928 -0.33892 -0.1481 -0.3929 -0.0061 0.8603
F 10.28944 3.39226 -1.86672 -0.0201 -0.0235 0.0828 -0.2167
H 1.28531 -0.13551 -0.92237 -0.2139 0.0669 0.0395 0.3617
C -1.24695 -0.08785 -2.00137 -0.0814 0.0653 -0.1714 -0.0053
H -2.92389 -3.74187 -1.69450 0.0237 0.0292 0.0305 0.2471
H 10.04753 2.02030 -3.29844 -0.0038 -0.0060 0.0249 0.2947
C 4.77226 9.63985 1.55816 -0.0034 -0.1691 -0.3839 -0.0163
F -6.10520 -5.53116 -1.64853 0.0620 -0.0551 -0.1015 -0.3000
H -5.87537 -8.74555 -0.89920 -0.0332 0.0341 0.0280 0.2474
H -0.69691 -2.93862 2.12244 0.0096 0.0002 -0.0224 0.2753
C -10.12437 -8.19941 -4.46634 0.2050 -0.1872 -0.1108 0.1980
F -10.45908 -4.77848 -4.29306 -0.0184 -0.0665 -0.0597 -0.2807
F -0.94293 -2.41589 -1.68910 -0.0360 0.1995 -0.0269 -0.2001
H 1.72889 -1.70491 -1.55018 -0.0235 -0.0376 0.0018 0.4068
O 2.06649 1.62372 5.07749 0.1743 0.5385 -0.0744 -0.4174
H -0.73389 0.82050 -2.32753 0.0068 -0.0068 0.0110 0.3064
F 4.83972 3.74668 2.02551 -0.0728 0.0286 -0.0706 -0.2176
F -1.88670 -1.86302 0.93150 -0.0063 0.0092 0.0103 -0.2086
F -2.57433 -6.74683 -0.36624 -0.0205 0.0648 -0.0413 -0.2739
F -11.53912 -3.48911 -2.92176 0.0251 0.0849 -0.0093 -0.3052
H 1.74659 0.88023 3.27283 -0.0225 0.0514 -0.0162 0.1012
H 4.31144 6.68415 1.16534 0.1133 0.2345 0.0876 0.1172
C 3.32069 9.40463 1.54028 0.1139 -0.5208 -0.1946 0.1379
F -12.95445 -6.06199 -4.82284 0.0529 -0.0126 -0.0248 -0.2195
H 5.14040 1.84068 2.52514 -0.0392 -0.0143 -0.0047 0.2596
F 0.15622 0.10610 1.15290 -0.1031 0.0125 -0.0094 -0.2810
O -11.46882 -5.62993 -2.46650 -0.2948 -0.3018 -0.3727 -0.4104
C 2.84814 1.73773 6.19418 -0.1062 -0.2885 -0.0949 0.7731
C 4.59422 2.71927 2.88014 0.3320 -0.1029 -0.0741 0.0998
H 1.77109 3.40218 7.06546 -0.0030 -0.0193 -0.0028 0.2399
F 9.71431 3.83491 2.13369 0.0105 -0.1388 -0.0058 -0.2698
Cl 5.31074 10.52510 2.94992 0.0687 -0.0157 -0.0042 -0.1882
C -0.27583 -1.27022 -1.95566 -0.0143 -0.2729 0.2345 0.9539
F 1.28721 -1.33657 2.31221 0.0371 -0.0039 0.0847 -0.3197
H 7.54298 8.82277 1.53869 0.0533 0.0885 -0.0843 0.3007
H -9.48479 -6.24579 -2.65843 -0.0428 -0.0480 -0.2341 0.4131
C -5.77120 -7.89354 -1.57367 0.0675 -0.3066 -0.0430 0.2024
O -5.20984 -6.41756 0.22038 0.3655 -0.2660 -0.3581 -0.3932
O 0.28642 7.78840 1.75072 -0.1654 0.1618 -0.1319 -0.5014
F 2.42793 3.57829 3.22374 0.0470 -0.0138 -0.0254 -0.2503
H 7.65532 9.23670 -0.18178 -0.0860 -0.0166 0.0009 0.3926
F -1.45688 -5.04327 -2.09456 -0.0115 0.0170 0.0151 -0.2635
C -10.47089 -6.63235 -2.39836 0.3665 0.2044 0.5105 -0.7419
F 8.92357 4.49705 0.20976 0.0217 -0.1141 -0.0814 -0.2401
Cl 5.11470 8.40831 -0.77202 -0.0657 -0.1056 -0.0741 -0.1515
F -3.53949 -5.39130 -2.63652 -0.1022 -0.0121 0.0693 -0.2359
F 3.23928 4.05317 5.88094 0.0481 -0.0244 -0.0267 -0.1925
H 3.33398 0.48900 3.87260 0.1618 0.1507 0.0395 0.4143
H 7.76164 3.96237 1.73270 -0.0288 -0.1064 -0.0039 0.0475
O 7.63410 2.01211 -0.10354 0.0980 0.4903 -0.1196 -0.2506
H 8.63380 0.78544 -1.45989 0.1593 0.1554 -0.0126 0.3185
C 2.65243 8.24032 1.63590 0.3545 0.5087 -0.1027 0.5787
H -4.81707 -4.38006 0.01406 0.0520 -0.0364 -0.2118 0.3634
C -10.76224 -7.96906 -3.09648 -0.3997 0.1705 0.0292 0.8718
C -2.73429 -4.81590 -1.71787 0.1296 -0.0890 -0.1014 0.2010
F 2.32787 0.91705 7.13419 0.0229 -0.0517 0.0591 -0.3063
F 2.75958 2.10268 1.64017 0.0789 -0.0973 -0.0574 -0.3501
C 2.31238 10.48916 1.46782 -0.1377 -0.1092 -0.0274 0.2924
O 2.44194 11.66407 1.47438 0.0819 0.1943 -0.1277 -0.4888
H 6.93743 1.10648 -1.72144 -0.0157 0.0314 -0.0075 0.3954
C 0.94149 -1.16500 -1.02660 0.5627 0.0927 -0.0887 -0.7723
F -10.47153 -9.42921 -4.91134 -0.0227 0.0214 0.0404 -0.2707
```
Forces are in eV/Å.

## Properties
SMILES: C/C(Cl)=C(\Cl)C1=C(S)C(=O)OC1=O.FC(F)C(F)(F)COC(F)(F)C(F)F.FC(F)C(F)(F)COC(F)(F)C(F)F.FC(F)C(F)(F)COC(F)(F)C(F)F.FC(F)C(F)(F)COC(F)(F)C(F)F.FC(F)C(F)(F)COC(F)(F)C(F)F
Lowest unoccupied orbital energy in eV: -1.06
Calculated total energy in eV: -194532.950
Max |F| in eV/A: 0.796
HOMO-LUMO gap in eV: 8.5
Net charge: 0


Number 1: HOMO -0.430 Ha. Number 2: HOMO -0.287 Ha. Number 3: HOMO -0.350 Ha.